#i
# C6H24O6

A 6-piece molecular cluster, C6H24O6 overall (the ωB97M-V functional and the def2-TZVPD basis, the OMol25 dataset).

LUMO level (eV): 0.32
E_HOMO (eV): -9.75
Charge: 0
Frontier orbital gap (eV): 10.1

```
36
C6H24O6 the ωB97M-V functional and the def2-TZVPD basis
C 1.64208 -2.58717 -0.14061
O 1.99990 -1.66380 -1.20731
H 1.55675 -2.27592 0.90051
H 0.64696 -2.91331 -0.44306
H 2.34335 -3.42120 -0.11378
H 2.09185 -2.23624 -1.97246
C 4.07046 0.98133 -2.85249
O 3.00685 0.93598 -2.02863
H 4.14855 0.05597 -3.42321
H 4.03995 1.84678 -3.51443
H 4.95831 0.99694 -2.22037
H 3.00082 0.09619 -1.56353
C -2.52373 3.07343 2.56328
O -3.03979 2.91107 3.86217
H -3.26377 3.22263 1.77702
H -1.74881 3.83998 2.56519
H -2.06476 2.09621 2.41333
H -2.30449 2.44037 4.26141
C -0.86689 -0.01261 0.10581
O -0.67882 -0.55848 -1.14050
H -0.02018 -0.34298 0.70750
H -0.58788 1.02851 -0.05647
H -1.82380 -0.13046 0.61426
H 0.20585 -0.90783 -1.27051
C -3.25237 0.60660 -3.76479
O -2.67895 1.09969 -2.55871
H -2.52729 0.28766 -4.51354
H -3.91848 -0.25121 -3.67223
H -3.92464 1.35875 -4.17760
H -2.04936 0.44328 -2.25159
C 0.83126 -1.92012 3.89182
O 0.46483 -0.58660 3.50045
H 1.86568 -2.02118 4.22023
H 0.33479 -2.17757 4.82741
H 0.56062 -2.71428 3.19599
H -0.49484 -0.60041 3.47945
```



#ii
# C6H24O6

A 6-piece molecular cluster, C6H24O6 overall (the ωB97M-V functional and the def2-TZVPD basis, the OMol25 dataset).

LUMO level (eV): 0.42
E_HOMO (eV): -9.58
Charge: 0
Frontier orbital gap (eV): 10.0

```
36
C6H24O6 the ωB97M-V functional and the def2-TZVPD basis
C -26.51311 1.11962 18.85568
O -25.71585 -0.04403 18.86884
H -27.50458 0.94440 19.28300
H -26.04257 1.95357 19.39670
H -26.63146 1.42683 17.81696
H -25.87781 -0.52624 19.69670
C -25.62730 1.24656 22.67498
O -25.17075 0.01796 23.23230
H -26.69833 1.14707 22.50135
H -25.47886 2.08311 23.36498
H -25.12977 1.46565 21.72849
H -24.20337 -0.02286 23.11614
C -22.78041 -0.06991 20.84213
O -22.63765 -0.23816 22.24622
H -22.51816 0.94059 20.51996
H -22.19781 -0.80561 20.27936
H -23.82307 -0.24348 20.56950
H -21.76945 0.10732 22.49780
C -19.56142 -0.10884 23.77756
O -19.99336 0.66966 22.66074
H -18.71586 0.36201 24.28025
H -20.40410 -0.17450 24.46056
H -19.28253 -1.12284 23.48185
H -19.43972 0.47079 21.90024
C -25.80030 -2.88744 21.36958
O -26.13074 -1.52643 21.18754
H -26.00326 -3.41028 20.43679
H -24.73412 -3.01582 21.60160
H -26.39000 -3.33382 22.17377
H -25.93913 -1.06396 22.02659
C -20.38495 -1.76843 17.91845
O -19.56743 -0.59528 17.92644
H -20.18945 -2.39093 17.04056
H -20.24146 -2.36551 18.82173
H -21.41532 -1.42827 17.86268
H -18.64778 -0.85852 17.84349
```



The least stable of them is #i.



#i
# C5H9O2P

One molecule with the formula C5H9O2P (the ωB97M-V functional and the def2-TZVPD basis, the OMol25 dataset).

LUMO level (alpha / beta) (eV): 0.13 / 0.13
E_HOMO (alpha / beta) (eV): -7.65 / -7.65
Charge: 0
Frontier orbital gap (alpha / beta) (eV): 7.8 / 7.8

```
17
C5H9O2P the ωB97M-V functional and the def2-TZVPD basis
C 2.90844 -0.39403 0.29743
C -1.21094 0.11182 -0.62774
C -0.94706 1.25181 0.33614
C -0.81077 -1.33060 -0.21116
C 0.62565 1.57595 0.20878
O 0.60701 -1.60014 -0.39865
O -1.04233 -1.53656 1.10381
P 1.31986 -0.12122 0.28465
H 3.48875 0.46245 0.64411
H 3.57423 -1.37610 0.20622
H -2.22317 0.02867 -0.50257
H -1.11971 0.26922 -1.66859
H -1.42784 2.20528 0.16529
H -1.30040 0.89612 1.28348
H -1.30959 -2.00777 -0.91444
H 1.03726 1.98061 1.10131
H -0.91238 -2.51518 1.24525
```



#ii
# C5H9O2P

One molecule with the formula C5H9O2P (the ωB97M-V functional and the def2-TZVPD basis, the OMol25 dataset).

LUMO level (eV): 0.53
E_HOMO (eV): -7.77
Charge: 0
Frontier orbital gap (eV): 8.3

```
17
C5H9O2P the ωB97M-V functional and the def2-TZVPD basis
C 0.65624 -1.64311 1.20344
C 0.20448 -0.45657 0.77820
C -1.33217 -1.05070 -1.01682
C -1.79522 -0.56353 -2.35777
C 2.07689 2.43025 1.14426
O -1.54391 -2.20198 -0.72264
O -0.61846 -0.10518 -0.30111
P 0.78985 1.22433 1.37745
H 0.43733 -2.50563 0.48432
H 1.33223 -1.72506 2.04345
H -1.46314 -1.47096 -2.90655
H -1.37319 0.34138 -2.75658
H -2.87730 -0.53222 -2.29708
H 1.95633 2.93613 0.08256
H 3.14935 2.32694 1.26685
H -0.30125 2.08548 1.22412
H 0.70194 0.91044 2.75389
```



#iii
# C5H9O2P

One molecule with the formula C5H9O2P (the ωB97M-V functional and the def2-TZVPD basis, the OMol25 dataset).

LUMO level (alpha / beta) (eV): -0.87 / -0.28
E_HOMO (alpha / beta) (eV): -7.38 / -9.21
Charge: 0
Frontier orbital gap (alpha / beta) (eV): 6.5 / 8.9

```
17
C5H9O2P the ωB97M-V functional and the def2-TZVPD basis
C -0.14688 -1.76952 0.24438
C 0.76049 -0.79848 0.49774
C -0.65601 1.08266 -1.10692
C -1.49115 -1.49336 -0.04693
C 1.72560 1.86191 0.47683
O -0.70826 1.19821 1.62742
O -2.28305 -2.30313 -0.74262
P 0.13894 0.90941 0.45408
H 0.17179 -2.80778 0.19789
H 1.74068 -1.02144 0.89018
H -0.14709 0.78467 -2.00654
H -1.40621 1.85147 -1.18041
H -2.00452 -0.65278 0.39741
H 2.28827 1.70091 -0.44241
H 1.48060 2.91716 0.57570
H 2.31448 1.55081 1.33601
H -1.77766 -3.01075 -1.17182
```



The least stable of them is #i.



#i
# C2H5N3O

One molecule with the formula C2H5N3O (the ωB97M-V functional and the def2-TZVPD basis, the OMol25 dataset).

LUMO level (eV): 0.69
E_HOMO (eV): -9.88
Charge: 0
Frontier orbital gap (eV): 10.6

```
11
C2H5N3O the ωB97M-V functional and the def2-TZVPD basis
C 0.91819 1.09124 -0.06204
C -1.25456 -0.19418 -0.18683
H 2.31592 -1.81679 0.48098
H 0.59102 -1.36682 0.59177
H 1.36132 2.06050 -0.54568
H -1.10401 1.70791 0.88244
H -0.50693 -0.78812 -0.90400
N 1.38854 -1.37133 -0.00211
N 1.74024 0.19998 -0.01646
N -0.49657 1.08391 0.12232
O -2.38307 -0.57087 0.03269
```



#ii
# C2H5N3O

One molecule with the formula C2H5N3O (the ωB97M-V functional and the def2-TZVPD basis, the OMol25 dataset).

LUMO level (eV): 0.82
E_HOMO (eV): -9.79
Charge: 0
Frontier orbital gap (eV): 10.6

```
11
C2H5N3O the ωB97M-V functional and the def2-TZVPD basis
N -2.09216 -0.15244 0.22850
C -0.88861 -0.61372 -0.25895
O -0.76462 -1.58375 -0.97853
N 0.14673 0.16626 0.23568
C 1.49993 0.04270 0.03350
N 2.22347 0.94242 0.56498
H -2.90606 -0.57595 -0.18274
H -2.17972 0.82395 0.46831
H -0.05899 0.92526 0.86785
H 1.78818 -0.85214 -0.53117
H 3.22509 0.86698 0.43572
```



The least stable of them is #i.



#i
# C2H5N3O

One molecule with the formula C2H5N3O (the ωB97M-V functional and the def2-TZVPD basis, the OMol25 dataset).

LUMO level (eV): 0.94
E_HOMO (eV): -9.44
Charge: 0
Frontier orbital gap (eV): 10.4

```
11
C2H5N3O the ωB97M-V functional and the def2-TZVPD basis
C -0.99942 -0.55590 0.42207
C 0.10337 0.58697 -1.49526
H 0.87368 0.50670 2.64650
H 1.43631 0.19591 0.92609
H -1.90209 -1.23279 0.21437
H 0.08514 -1.41536 -1.45199
H -0.24496 1.53682 -1.00866
N 0.69996 0.48628 1.56292
N -0.57991 -0.12141 1.49829
N -0.07497 -0.56573 -0.73487
O 0.60290 0.57850 -2.57947
```



#ii
# C2H5N3O

One molecule with the formula C2H5N3O (the ωB97M-V functional and the def2-TZVPD basis, the OMol25 dataset).

LUMO level (eV): 0.76
E_HOMO (eV): -8.81
Charge: 0
Frontier orbital gap (eV): 9.6

```
11
C2H5N3O the ωB97M-V functional and the def2-TZVPD basis
C 0.46895 1.08385 1.05753
C 0.77152 -1.28772 -1.44408
H -1.18492 -0.18387 0.11589
H -2.77281 0.65165 0.51033
H 1.35588 1.69332 1.67340
H 0.15010 -1.93526 -2.06803
H 1.87780 -1.14088 -1.58616
N -1.70052 0.55971 0.40613
N -0.73337 1.29432 1.31601
N 0.42988 -0.78891 -0.27504
O 1.33748 0.05379 0.29403
```



#iii
# C2H5N3O

One molecule with the formula C2H5N3O (the ωB97M-V functional and the def2-TZVPD basis, the OMol25 dataset).

LUMO level (eV): 0.60
E_HOMO (eV): -9.49
Charge: 0
Frontier orbital gap (eV): 10.1

```
11
C2H5N3O the ωB97M-V functional and the def2-TZVPD basis
C 2.40390 0.12846 -0.13566
C -1.16095 -0.07252 0.56859
N 3.46791 -0.30207 -0.09019
N 1.13694 0.53661 -0.13345
N 0.07015 -0.43847 0.01932
O -2.00791 0.50504 -0.47138
H -0.90371 0.75456 1.33278
H -1.64045 -0.89811 1.03900
H 0.92660 1.25337 -0.70983
H 0.19228 -1.20085 -0.60937
H -2.48475 -0.26599 -0.80982
```



The least stable of them is #ii.



#i
# C2H5N3O

One molecule with the formula C2H5N3O (the ωB97M-V functional and the def2-TZVPD basis, the OMol25 dataset).

LUMO level (eV): -0.10
E_HOMO (eV): -9.26
Charge: 0
Frontier orbital gap (eV): 9.2

```
11
C2H5N3O the ωB97M-V functional and the def2-TZVPD basis
C 0.88238 0.51351 -0.89566
C -1.86772 -0.41277 1.10262
N 0.04047 -0.36155 -0.28391
N -0.80070 0.22937 0.38563
N 2.16477 -0.01395 -1.10398
O 0.62025 1.61978 -1.25555
H -1.89953 0.31373 1.97568
H -1.56299 -1.38794 1.39116
H -2.82837 -0.47849 0.66338
H 2.52157 -0.71766 -0.41586
H 2.72988 0.69597 -1.56350
```



#ii
# C2H5N3O

One molecule with the formula C2H5N3O (the ωB97M-V functional and the def2-TZVPD basis, the OMol25 dataset).

LUMO level (eV): 0.89
E_HOMO (eV): -9.04
Charge: 0
Frontier orbital gap (eV): 9.9

```
11
C2H5N3O the ωB97M-V functional and the def2-TZVPD basis
C 0.57715 -0.74124 0.85427
C 0.25161 1.36089 -0.19153
H -0.98383 -1.77746 -1.38380
H -1.22215 -0.12712 -0.88802
H 0.97900 -1.22775 1.66893
H -0.02749 1.14201 1.68034
H 0.28226 0.71487 -1.21083
N -0.48966 -0.94385 -1.11772
N 0.13777 -1.51389 -0.07404
N 0.16157 0.56441 0.87897
O 0.33377 2.54911 -0.21658
```



The least stable of them is #ii.



#i
# C4H5FS

One molecule with the formula C4H5FS (the ωB97M-V functional and the def2-TZVPD basis, the OMol25 dataset).

LUMO level (eV): -0.32
E_HOMO (eV): -8.86
Charge: 0
Frontier orbital gap (eV): 8.5

```
11
C4H5FS the ωB97M-V functional and the def2-TZVPD basis
C 0.82422 0.08081 0.45016
C -0.08418 1.05188 -0.20155
C -1.22376 -0.07270 -0.17848
C -0.04419 -1.07495 -0.06311
H 1.19431 0.06860 1.47422
H -0.25279 1.93052 0.64791
H 0.53462 1.61651 -1.09291
H 0.42263 -1.28161 -0.88800
H -0.49689 -2.07759 0.30251
F 1.95009 -0.17878 -0.35379
S -2.82405 -0.06270 -0.09695
```



#ii
# C4H5FS

One molecule with the formula C4H5FS (the ωB97M-V functional and the def2-TZVPD basis, the OMol25 dataset).

LUMO level (eV): 1.04
E_HOMO (eV): -8.42
Charge: 0
Frontier orbital gap (eV): 9.5

```
11
C4H5FS the ωB97M-V functional and the def2-TZVPD basis
C 2.60249 0.17319 -0.09283
C 1.27292 0.36338 -0.24693
C -1.38145 -0.14174 0.38183
C -2.58089 -0.38586 -0.06370
H 3.28929 1.01908 -0.19723
H 0.93770 1.32754 -0.51359
H -1.18579 0.68175 1.06399
H -2.74075 -1.19204 -0.76883
H -3.44514 0.16251 0.34430
F 3.13668 -1.01691 0.24808
S 0.09494 -0.99090 -0.15508
```



#iii
# C4H5FS

One molecule with the formula C4H5FS (the ωB97M-V functional and the def2-TZVPD basis, the OMol25 dataset).

LUMO level (eV): 0.92
E_HOMO (eV): -8.26
Charge: 0
Frontier orbital gap (eV): 9.2

```
11
C4H5FS the ωB97M-V functional and the def2-TZVPD basis
C 0.80515 -0.17230 0.33798
C -0.06379 -1.29544 -0.06310
C -1.21024 1.06286 -0.22061
C 0.13600 1.14113 -0.03527
H 1.04977 -0.10015 1.42334
H -0.15224 -2.12465 0.58174
H 0.42194 -1.61010 -0.97288
H -1.89260 1.87539 -0.21543
H 0.65277 2.07116 -0.16674
F 1.98364 -0.26644 -0.47446
S -1.73040 -0.58148 -0.19457
```



The least stable of them is #i.